1:
An isolated molecule of C20H25NO3. Source: the Open Molecules 2025 dataset; level of theory: ωB97M-V/def2-TZVPD.

Structure (XYZ):
```
49
Properties=species:S:1:pos:R:3
C -5.206 -0.207 -0.880
O -3.867 -0.617 -0.764
C -2.973 0.220 -0.140
C -3.303 1.493 0.309
C -2.367 2.322 0.901
C -1.063 1.891 1.081
C -0.004 2.785 1.658
C 0.648 3.635 0.552
N 1.220 2.825 -0.496
C 2.543 2.552 -0.574
O 3.364 3.053 0.165
C 2.904 1.596 -1.703
C 2.413 0.171 -1.437
C 3.103 -0.445 -0.213
C 2.412 -1.704 0.233
C 1.827 -1.788 1.489
C 1.155 -2.931 1.885
C 1.063 -4.012 1.027
C 1.654 -3.946 -0.223
C 2.323 -2.801 -0.615
C -0.735 0.613 0.655
C -1.653 -0.233 0.043
O -1.126 -1.425 -0.359
C -1.954 -2.539 -0.602
H -5.303 0.686 -1.507
H -5.657 -0.016 0.099
H -5.723 -1.038 -1.358
H -4.310 1.859 0.186
H -2.663 3.308 1.226
H 0.770 2.185 2.137
H -0.434 3.458 2.400
H 1.464 4.226 0.973
H -0.098 4.303 0.112
H 0.575 2.295 -1.060
H 3.990 1.598 -1.803
H 2.466 1.970 -2.631
H 2.615 -0.442 -2.318
H 1.332 0.165 -1.280
H 4.145 -0.661 -0.462
H 3.105 0.282 0.601
H 1.904 -0.953 2.172
H 0.702 -2.976 2.864
H 0.536 -4.905 1.333
H 1.593 -4.790 -0.895
H 2.784 -2.760 -1.591
H 0.261 0.225 0.797
H -2.528 -2.427 -1.523
H -1.268 -3.381 -0.695
H -2.638 -2.718 0.230
```

SMILES: COc1ccc(CCNC(=O)CCCc2ccccc2)cc1OC
E_HOMO in eV: -8.134

2:
An isolated molecule of C20H25NO3. Source: the Open Molecules 2025 dataset; level of theory: ωB97M-V/def2-TZVPD.

Structure (XYZ):
```
49
Properties=species:S:1:pos:R:3
C -6.757 1.051 4.260
O -5.383 0.708 4.407
C -4.576 0.644 3.277
C -4.988 1.210 2.040
C -4.096 1.170 0.947
C -2.867 0.508 1.039
C -1.961 0.557 -0.010
C -0.689 -0.070 0.064
C 0.309 -0.008 -1.092
O -0.240 0.661 -2.239
C 0.716 -1.371 -1.669
N 1.702 -1.137 -2.777
C 1.942 -2.255 -3.731
C 2.926 -0.393 -2.299
C 3.798 -1.233 -1.306
C 4.375 -0.426 -0.121
C 4.845 0.940 -0.554
C 3.642 1.769 -1.060
C 2.472 0.950 -1.663
O 1.480 0.714 -0.690
C -0.323 -0.693 1.271
C -1.200 -0.682 2.376
C -2.493 -0.113 2.258
C -3.349 -0.001 3.369
H -7.286 0.882 5.211
H -6.855 2.110 4.018
H -7.238 0.484 3.454
H -5.919 1.766 1.928
H -4.402 1.646 -0.019
H -2.186 1.033 -0.982
H 0.374 0.393 -2.986
H -0.128 -1.907 -2.092
H 1.152 -2.013 -0.899
H 2.415 -1.843 -4.647
H 1.002 -2.757 -4.059
H 2.561 -3.062 -3.282
H 3.536 -0.156 -3.163
H 4.604 -1.697 -1.887
H 3.265 -2.085 -0.872
H 5.240 -0.969 0.232
H 3.604 -0.331 0.641
H 5.533 0.839 -1.425
H 5.368 1.425 0.280
H 3.281 2.421 -0.270
H 4.027 2.456 -1.835
H 2.034 1.561 -2.473
H 0.647 -1.203 1.389
H -0.887 -1.067 3.340
H -3.026 -0.430 4.305
```

SMILES: COc1ccc2cc([C@]3(O)CN(C)[C@@H]4CCCC[C@@H]4O3)ccc2c1
E_HOMO in eV: -7.707

What is the most stable structure shown above? It is 1.